{"formula": "C48H108ClN6O4", "method": "wB97M-V/def2-TZVPD", "total_energy_ha": -2979.8777, "lumo_ev": -9.987, "largest_force_ha_per_bohr": 0.193, "total_charge": 5, "orbital_gap_ha": 0.3734, "e_homo_ev": -20.148, "elements": ["Cl", "O", "O", "O", "O", "N", "N", "N", "N", "N", "N", "C", "C", "C", "C", "C", "C", "C", "C", "C", "C", "C", "C", "C", "C", "C", "C", "C", "C", "C", "C", "C", "C", "C", "C", "C", "C", "C", "C", "C", "C", "C", "C", "C", "C", "C", "C", "C", "C", "C", "C", "C", "C", "C", "C", "C", "C", "C", "C", "H", "H", "H", "H", "H", "H", "H", "H", "H", "H", "H", "H", "H", "H", "H", "H", "H", "H", "H", "H", "H", "H", "H", "H", "H", "H", "H", "H", "H", "H", "H", "H", "H", "H", "H", "H", "H", "H", "H", "H", "H", "H", "H", "H", "H", "H", "H", "H", "H", "H", "H", "H", "H", "H", "H", "H", "H", "H", "H", "H", "H", "H", "H", "H", "H", "H", "H", "H", "H", "H", "H", "H", "H", "H", "H", "H", "H", "H", "H", "H", "H", "H", "H", "H", "H", "H", "H", "H", "H", "H", "H", "H", "H", "H", "H", "H", "H", "H", "H", "H", "H", "H", "H", "H", "H", "H", "H", "H"], "xyz": [[-13.226450, -13.539670, -12.232930], [-14.076840, -12.403490, -12.534300], [-11.877190, -13.214550, -12.694290], [-13.078470, -13.636490, -10.846170], [-13.567890, -14.720790, -12.883220], [-10.431810, -15.653540, -13.719500], [-15.023460, -10.350980, -10.224570], [-14.567500, -15.642310, -8.827780], [-13.623360, -18.000140, -17.070930], [-9.959310, -13.063140, -7.890290], [-16.625140, -13.029150, -14.801430], [-12.784520, -15.952890, -7.204160], [-13.648940, -11.136840, -9.990450], [-16.732170, -11.529440, -15.368160], [-14.886070, -16.977000, -8.118770], [-16.280450, -9.660080, -12.396240], [-10.090720, -16.542610, -16.075710], [-14.830390, -15.765140, -10.299970], [-10.045210, -13.381750, -9.391060], [-13.666880, -19.429680, -16.434520], [-14.641620, -10.477770, -16.474420], [-11.283500, -15.760280, -12.458820], [-13.825220, -17.020480, -14.622290], [-16.440030, -15.988840, -12.225010], [-6.216640, -13.984900, -6.871380], [-13.113800, -18.698260, -19.345780], [-11.784990, -18.211690, -18.558650], [-18.919280, -13.805810, -14.355490], [-16.029510, -11.147770, -9.295350], [-13.984720, -16.800690, -6.877490], [-10.947870, -14.036270, -7.174370], [-13.034040, -15.474290, -8.584510], [-17.684440, -13.273260, -13.627860], [-8.925860, -15.271840, -13.391220], [-15.316510, -14.432150, -8.243170], [-10.820120, -16.879390, -11.618330], [-14.805740, -8.883440, -9.845570], [-8.602740, -13.028190, -7.244090], [-18.318650, -14.789840, -15.467250], [-10.772540, -14.564510, -14.738550], [-10.511310, -16.928170, -14.607360], [-10.472620, -15.011600, -16.089740], [-11.349700, -12.688580, -10.028630], [-15.179680, -13.166250, -14.296860], [-14.351760, -17.000800, -16.150670], [-15.375280, -10.687110, -11.695040], [-16.293780, -15.632550, -10.744000], [-12.110230, -17.570500, -17.217880], [-11.488790, -17.089820, -10.255130], [-11.787120, -11.742370, -8.950810], [-16.922250, -14.258580, -15.829470], [-7.619870, -14.180100, -7.336200], [-17.731830, -9.497740, -12.022370], [-14.476500, -15.968040, -13.753850], [-14.236860, -18.006910, -18.538940], [-10.670610, -11.680070, -7.906140], [-14.060990, -12.517430, -9.457510], [-15.240460, -12.231360, -8.518200], [-16.005520, -11.239440, -16.742150], [-11.584680, -17.108880, -14.664910], [-18.965120, -14.629920, -16.330170], [-15.821570, -8.494980, -9.918270], [-15.406460, -17.261140, -16.061680], [-14.403140, -16.976360, -18.852670], [-11.859470, -14.530120, -14.664380], [-17.801860, -9.089560, -11.014110], [-10.921150, -11.649270, -6.845770], [-12.565970, -17.125740, -10.417880], [-16.423370, -10.876250, -14.552030], [-13.085550, -19.361120, -15.515030], [-12.931570, -11.148750, -10.811030], [-9.758340, -17.040600, -11.431990], [-11.138070, -12.227280, -10.993260], [-13.813700, -11.133070, -16.203790], [-10.990280, -13.652260, -6.155140], [-16.401910, -14.521490, -8.288200], [-15.508170, -16.192490, -13.482980], [-12.132830, -16.482870, -17.286110], [-11.112120, -14.819360, -11.935930], [-5.784630, -13.150400, -7.423720], [-12.729790, -14.434660, -8.705740], [-15.789700, -13.172740, -8.533880], [-12.752480, -15.308640, -6.325520], [-10.676910, -17.256790, -16.654010], [-13.777140, -17.787430, -6.463550], [-11.180880, -16.312460, -9.555840], [-10.358880, -13.594380, -14.463200], [-13.119400, -10.615290, -9.193150], [-15.960480, -17.148510, -8.052860], [-14.934520, -9.601670, -15.895840], [-12.751970, -16.840700, -14.559820], [-14.440330, -13.128880, -10.276240], [-13.921450, -18.004460, -14.163350], [-18.245000, -10.455420, -12.109570], [-11.186790, -18.064850, -9.872760], [-16.417940, -10.550010, -8.470790], [-8.495710, -16.110610, -12.843910], [-11.157890, -17.571870, -19.179530], [-14.959460, -14.255090, -7.228640], [-14.306440, -10.074130, -17.429840], [-18.009230, -8.661660, -12.664330], [-12.328980, -15.956870, -12.696360], [-14.917170, -12.102930, -7.485210], [-9.886840, -10.967700, -8.163700], [-12.110530, -13.462110, -10.132990], [-17.810580, -11.414830, -15.477660], [-15.837860, -11.658820, -11.867890], [-15.910330, -8.640730, -12.286510], [-14.285750, -14.915200, -10.711130], [-15.076400, -14.189490, -13.935730], [-11.354230, -14.793730, -16.692570], [-14.254050, -16.060690, -16.693580], [-14.269370, -16.654660, -10.586530], [-16.760180, -13.900980, -16.846310], [-14.973060, -13.519050, -8.729360], [-16.563500, -10.590470, -17.417120], [-10.366510, -14.953030, -7.076000], [-14.579790, -13.056460, -15.200280], [-14.491980, -8.893480, -8.801760], [-16.606380, -14.634320, -10.437560], [-9.027200, -16.760190, -16.174090], [-14.028630, -16.071700, -12.765530], [-15.770300, -12.152290, -17.289390], [-7.696970, -14.574020, -8.349600], [-16.180290, -9.814470, -13.470600], [-14.656030, -19.583180, -16.003120], [-17.307490, -13.909630, -12.827230], [-19.498470, -14.383380, -13.635040], [-13.099690, -18.340250, -20.375220], [-19.646290, -13.107620, -14.770320], [-16.606380, -17.029200, -12.504430], [-11.909800, -16.595070, -7.101280], [-13.359390, -20.220730, -17.118480], [-17.457860, -15.723370, -12.510770], [-15.191580, -18.528390, -18.607220], [-13.203710, -12.951470, -8.942930], [-11.065460, -19.024610, -18.460960], [-14.465830, -10.615070, -12.291540], [-16.175920, -15.015180, -15.587320], [-9.647060, -14.407130, -16.465470], [-11.906020, -14.107820, -7.689090], [-15.035470, -12.468680, -13.471800], [-17.043300, -16.178960, -10.171510], [-14.436650, -17.810260, -8.658950], [-9.135660, -12.995230, -9.850860], [-9.905260, -17.772530, -14.278940], [-8.098680, -14.925210, -6.700860], [-12.486080, -16.055420, -9.326210], [-14.661230, -16.472560, -6.088330], [-11.632440, -18.003180, -16.338890], [-12.660520, -12.156060, -8.446700], [-8.301160, -15.378760, -14.278020], [-18.249370, -15.795580, -15.052790], [-12.172890, -10.805720, -9.353280], [-14.606840, -14.956340, -14.138000], [-15.637610, -15.574810, -12.835580], [-14.130040, -8.569710, -10.641250], [-11.033050, -17.804670, -12.153710], [-5.522220, -14.795490, -7.092350], [-10.006440, -14.451460, -9.596810], [-8.176680, -12.165060, -7.755540], [-17.958470, -12.300710, -13.219020], [-13.183160, -19.783610, -19.272980], [-8.814590, -12.835540, -6.192370], [-16.761770, -11.612690, -9.955460], [-6.081030, -13.592860, -5.863410], [-8.749040, -14.284770, -12.963980]], "atomic_forces_ev_per_a": [[6.4863, 6.7326, -2.4602], [4.4499, -1.9414, 4.0449], [-1.2445, 1.1922, -0.5320], [-3.6968, -5.3573, -4.9281], [2.3053, 6.5684, 3.7467], [2.8189, 0.4039, -1.0593], [0.5630, -3.4562, -0.1378], [-0.3336, -1.1717, 0.3292], [-1.1478, -0.4586, 0.4076], [-3.0226, -1.3010, -2.0636], [0.4031, -0.7565, 0.0445], [-0.7478, -1.9120, 1.8358], [-4.4976, 1.4219, 0.0732], [-1.1538, -1.6454, -1.2424], [1.8943, 0.7066, 0.0884], [0.4352, 0.8975, 0.5954], [0.9693, 1.0487, 2.6949], [0.0623, 0.6294, 0.3856], [0.6034, 0.6313, -0.8334], [-0.4316, 1.5675, 0.4167], [-1.4408, -0.3243, -1.5774], [1.9176, -0.0673, 0.1063], [-0.0512, 0.7154, -2.0621], [-3.5491, 1.3028, 3.0946], [1.2572, 1.9752, -0.4549], [0.9037, 1.3196, 1.7444], [0.9440, -0.7738, -1.4764], [0.9248, -1.9206, -0.0118], [1.4987, 0.6945, 1.2036], [-3.0065, -2.2270, 1.0988], [2.8336, 1.4627, 0.3462], [-1.8857, 0.8144, -0.1254], [-0.2940, 1.8164, -1.9822], [-0.1241, -2.2809, -0.3031], [2.7952, -7.0912, 0.7819], [0.7640, -3.0311, 0.6231], [-1.4240, -2.0001, -1.0380], [0.6829, 1.6363, -0.1011], [-0.4970, 2.0120, 0.3653], [-2.5613, -0.0055, 2.0632], [0.8914, 0.9029, -0.8147], [1.6249, -1.1363, -2.2568], [4.8638, -0.3963, 3.6547], [-4.3207, 0.7052, -2.4917], [0.9457, -1.2643, 1.1664], [-1.1925, 3.5355, -0.8058], [-0.0498, -1.0664, 0.7724], [-4.7316, -1.9064, -1.5512], [1.0569, -0.6355, -1.6330], [4.6458, -0.0028, 3.3819], [-0.1536, 1.3226, 1.5637], [-2.3945, -1.7508, -0.0408], [0.8062, 0.0849, 0.2050], [-2.0535, -8.1212, -5.3513], [1.2621, -0.6210, 0.5134], [1.5033, -0.5516, 0.5877], [-3.4632, 2.7237, 0.2602], [-0.9118, 6.5748, -1.1716], [1.6770, 0.0931, 1.5335], [1.4673, -0.6876, 0.4423], [-0.0541, -0.9937, 0.0195], [0.3953, 0.7387, -0.0526], [-0.0276, -0.1804, -0.4963], [0.2466, 0.0994, 0.2403], [-0.0132, 0.5241, 0.1683], [-0.2887, -0.3107, 0.1841], [-0.4985, 1.1091, -0.2041], [0.2433, -0.1874, 0.1028], [0.1648, -0.5971, -0.4714], [0.6342, -0.2868, -0.4694], [-1.0219, 0.3769, -0.6016], [0.2664, 0.8961, -0.1978], [0.1121, -0.1712, 0.3408], [-0.1761, 0.2913, 0.9199], [-0.5244, 0.0450, 0.0151], [0.0174, -0.6409, 0.0647], [2.1530, -3.4887, -5.2045], [-0.0758, -0.2549, 0.3267], [-0.2846, -0.3905, -0.2121], [0.0949, 0.1452, -0.4262], [-0.9915, -0.7847, -0.6790], [-4.0579, 5.6807, 0.4647], [0.2993, 0.8169, -0.6382], [2.9698, 1.9151, 0.0440], [0.4852, -0.1243, -0.3273], [0.6427, -0.5318, -0.3303], [-0.0724, -0.3520, 0.1471], [-4.8164, 1.2533, -0.2884], [0.1639, 0.2898, 0.4382], [0.8632, -0.1667, 0.5786], [-1.3648, 0.2780, -0.5053], [-1.4841, 1.1925, 1.5624], [-0.4724, -0.0887, -0.1462], [-0.6781, 0.4481, -0.1185], [0.0531, 0.0881, 0.1145], [-0.6377, 0.7304, -0.8805], [-0.2345, 0.3995, 0.7763], [-0.4881, 0.5534, -0.0726], [-0.3437, -0.4874, 0.2100], [-0.0820, 0.1055, -0.1030], [-1.1051, -0.5120, -0.1216], [1.3052, 0.0556, -0.1930], [-0.3138, 0.9069, 0.0278], [-0.0899, 0.1357, 0.1893], [4.2020, 1.1645, 1.8109], [-0.0427, 0.1583, -0.1189], [0.1147, 0.1637, 1.1495], [0.7384, -0.0459, 0.0609], [-0.7040, -1.0419, 0.1828], [-2.0597, 3.7060, 0.3010], [0.2228, -0.0682, -0.3343], [0.0488, 0.2543, 0.4717], [-0.7581, -0.2178, -0.2745], [-0.2736, 0.0200, 0.1760], [2.6135, -6.2887, -0.9654], [-0.5317, -0.2387, 0.3894], [-0.5034, -0.2859, -0.3954], [0.4587, 0.2868, 0.2862], [0.3777, 0.3373, -0.3186], [0.0595, 0.5847, -0.9381], [-0.0078, 0.4274, -0.3133], [-1.4222, -3.1034, -0.8586], [-0.2959, -0.1023, 0.0079], [0.4653, -0.1120, -0.2111], [0.0970, -0.0250, 0.3523], [-0.3254, -0.1503, -0.7704], [0.2561, 0.1006, -0.6460], [-0.0906, -0.1381, -0.0468], [-0.0039, -0.3123, 0.0940], [0.6023, 0.4238, -0.0340], [1.1219, -0.6479, 0.7472], [0.1680, 0.1413, -0.3767], [0.0153, 0.3283, 0.1063], [-0.0303, 0.8232, -0.2109], [0.0735, -0.0893, 0.5636], [-2.7701, -1.3142, -1.4344], [-0.3988, -0.4763, 0.3426], [-0.1727, 0.2791, 0.7902], [0.1162, 0.2743, -0.0660], [-0.0383, -0.2568, -0.4582], [1.6102, 0.7262, 0.8868], [-1.6429, -0.4241, -2.9649], [0.4118, -0.7680, 0.2704], [-0.1951, 0.2236, -0.7317], [0.0898, 0.2308, 0.1251], [-0.2755, 0.2103, 0.6167], [0.1955, -0.6557, -0.0029], [-1.7215, 1.0133, 1.1682], [0.4324, 0.9461, 0.2101], [-1.4925, -0.5370, -0.4804], [2.5168, 1.8826, 1.5912], [-0.6220, 0.4840, -0.5974], [-0.2942, -0.0141, -0.5023], [5.4986, -0.8247, 1.0490], [1.7764, -4.5820, -1.9763], [-3.2984, 2.5870, 4.1914], [0.0954, 0.8256, 0.6459], [-0.2095, -0.2247, -0.2155], [-0.5088, -0.3048, 0.3222], [-0.1003, -0.1325, 0.4491], [0.2932, 0.3270, 0.4927], [0.4903, 0.1571, 0.0969], [-0.0931, 0.1709, -0.3450], [0.1342, 0.4887, -0.0170], [-0.1161, 0.3790, 0.3072], [-0.3964, -0.6797, 0.3188], [-0.6907, -0.2190, 0.1702]]}